Formula: C24H34AsN3SSi2Ti
Source: OMol25
Level of theory: the ωB97M-V functional and the def2-TZVPD basis

The geometry in XYZ format:
```
66
Properties=species:S:1:pos:R:3
Ti 0.3923 0.2644 0.3243
C -0.4100 -0.1026 4.6280
C -0.3520 1.2394 4.9735
C -0.1357 2.2034 3.9980
C 0.0435 1.8233 2.6786
C 0.0457 0.4537 2.3202
C -0.2069 -0.4931 3.3089
C 0.1391 2.7934 1.5763
C 0.0901 4.1853 1.7144
C 0.0417 4.9725 0.5989
C 0.0523 4.4084 -0.6976
C -0.0603 5.1771 -1.8769
C -0.0321 4.5687 -3.0993
C 0.1383 3.1719 -3.1889
C 0.2594 2.4086 -2.0598
C 0.1918 3.0165 -0.7961
N 0.2251 2.2445 0.3523
H -0.6016 -0.8491 5.3872
H -0.4862 1.5413 6.0039
H -0.1244 3.2482 4.2825
H -0.2169 -1.5510 3.0760
H 0.0665 4.6242 2.7004
H -0.0148 6.0508 0.7004
H -0.1745 6.2516 -1.7959
H -0.1332 5.1539 -4.0035
H 0.1815 2.7036 -4.1648
H 0.4284 1.3407 -2.1529
C 3.6691 2.4583 -2.3020
Si 4.2397 0.8716 -1.5459
C 4.3251 -0.4526 -2.8268
C 5.8174 1.0939 -0.6088
As 2.7893 0.3239 0.3110
Si 3.0464 -2.0741 0.3865
C 4.8640 -2.4262 0.4153
C 2.2303 -2.6699 1.9599
C 2.1933 -2.8961 -1.0512
H 4.5014 2.8732 -2.8816
H 3.3821 3.1966 -1.5495
H 2.8306 2.3027 -2.9825
H 5.0563 -0.1224 -3.5741
H 3.3669 -0.5942 -3.3326
H 4.6645 -1.4127 -2.4350
H 6.6434 1.3370 -1.2840
H 6.0828 0.1917 -0.0542
H 5.7057 1.9100 0.1084
H 5.3599 -1.8218 1.1793
H 5.3359 -2.2138 -0.5476
H 5.0316 -3.4807 0.6527
H 2.2551 -1.9090 2.7397
H 2.7548 -3.5500 2.3430
H 1.1893 -2.9652 1.7831
H 2.7094 -2.7186 -1.9944
H 1.1698 -2.5307 -1.1659
H 2.1542 -3.9788 -0.8886
S -1.2208 -0.7736 -1.1928
C -1.8546 -2.1986 -0.4500
N -2.1545 -3.2850 -1.1260
C -2.7337 -4.3444 -0.2775
C -2.7693 -3.6634 1.1100
N -2.1199 -2.3620 0.8418
H -1.9975 -3.3722 -2.1177
H -2.0969 -5.2238 -0.2879
H -3.7202 -4.6218 -0.6360
H -2.2085 -4.2201 1.8539
H -3.7818 -3.5139 1.4731
H -2.2204 -1.5729 1.4606
```

Summary:
**E_LUMO (alpha / beta)**: -6.9305 / -6.9309 eV
**ΔE to the lowest compared entry with this formula, charge and spin**: 3.9 kcal per mole
**Frontier orbital gap (alpha / beta)**: 6.6 / 6.6 eV
**E**: -5161.21156 Ha
**Charge**: +2
**E_HOMO (alpha / beta)**: -13.50 / -13.50 eV


Formula: C24H34AsN4OPdS
Source: OMol25
Level of theory: the ωB97M-V functional and the def2-TZVPD basis

The geometry in XYZ format:
```
66
Properties=species:S:1:pos:R:3
Pd -0.1590 -0.2584 -0.0979
C -3.0552 -0.1321 1.0797
N -2.0881 0.7338 0.3704
C -2.5946 1.0963 -0.9827
C -1.7657 1.9421 1.1116
C -2.7281 2.8719 1.4153
C -2.3657 4.0855 2.0092
C -1.0261 4.3915 2.2621
C -0.0561 3.4539 2.0138
C -0.4198 2.1783 1.5015
N 0.4355 1.1517 1.3002
C 1.6531 1.0299 1.8483
C 2.0784 1.6846 3.0408
C 3.3933 1.6225 3.4156
C 4.3070 0.9176 2.6211
C 3.8866 0.1882 1.5049
C 2.5590 0.1767 1.1535
N 2.0539 -0.7118 0.1358
C 2.0689 -2.1019 0.6788
C 2.7838 -0.6374 -1.1434
H -4.0182 0.3722 1.1895
H -2.6732 -0.3728 2.0695
H -3.1998 -1.0398 0.5004
H -3.5578 1.6069 -0.9107
H -2.7109 0.1865 -1.5673
H -1.8749 1.7494 -1.4688
H -3.7671 2.6897 1.1741
H -3.1361 4.8134 2.2301
H -0.7545 5.3699 2.6340
H 0.9883 3.6995 2.1467
H 1.3495 2.1810 3.6671
H 3.7228 2.1053 4.3253
H 5.3508 0.8836 2.9071
H 4.6049 -0.4041 0.9536
H 3.0946 -2.4020 0.9118
H 1.6607 -2.7744 -0.0684
H 1.4758 -2.1504 1.5904
H 3.7771 -1.0856 -1.0588
H 2.8767 0.4007 -1.4507
H 2.2126 -1.1788 -1.8922
C -1.2713 1.0642 -4.7012
As 0.3697 1.1172 -3.7087
C 1.7305 0.2172 -4.7167
C 0.8908 2.9461 -3.4318
O 0.1895 0.3391 -2.2354
H -1.0767 1.3631 -5.7310
H -2.0007 1.7433 -4.2642
H -1.6498 0.0440 -4.6852
H 1.7832 0.6269 -5.7249
H 1.4738 -0.8393 -4.7701
H 2.6947 0.3426 -4.2283
H 1.0552 3.4333 -4.3927
H 1.8139 2.9692 -2.8555
H 0.1034 3.4729 -2.8955
S -1.0011 -2.4812 -0.6484
C -1.3713 -3.7077 0.5163
N -1.3982 -4.9713 0.0345
C -1.7318 -6.0528 0.7718
C -2.0524 -5.9080 2.0917
C -2.0320 -4.6228 2.6403
C -1.6942 -3.5333 1.8613
H -1.1882 -5.0984 -0.9499
H -1.7225 -7.0081 0.2668
H -2.3196 -6.7712 2.6823
H -2.2906 -4.4823 3.6818
H -1.6866 -2.5357 2.2716
```

Summary:
**E_LUMO**: -11.7850 eV
**ΔE to the lowest compared entry with this formula, charge and spin**: 1.4 kcal per mole
**Frontier orbital gap**: 4.5 eV
**E**: -3990.03195 Ha
**Charge**: +3
**E_HOMO**: -16.29 eV


Formula: C24H34BrCdN4O3
Source: OMol25
Level of theory: the ωB97M-V functional and the def2-TZVPD basis

The geometry in XYZ format:
```
67
Properties=species:S:1:pos:R:3
Cd 0.0747 -0.0887 -0.0851
N -2.9296 -1.5592 2.9566
C -3.3844 -0.2478 2.9940
C -2.6027 0.4328 2.1328
N -1.6085 -0.4328 1.5077
C -1.9168 -1.5979 2.0772
C -1.0808 -2.6954 1.6344
N -0.1703 -2.3577 0.7427
C 0.4845 -3.5561 0.4868
C -0.0446 -4.5693 1.2220
N -1.0602 -4.0014 1.9624
H -3.2938 -2.3359 3.4803
H -4.2050 0.0584 3.6173
H -2.6952 1.6187 1.8532
H 1.2948 -3.6088 -0.2125
H 0.1974 -5.6152 1.2875
H -1.6617 -4.4706 2.6148
C -2.2980 7.9457 -0.7834
C -1.5160 7.3589 0.4020
C -2.4386 7.3950 1.6213
C -0.3158 8.2683 0.7067
C -1.0286 5.9540 0.0584
C -1.3957 4.8217 0.7915
C -0.9006 3.6034 0.3989
Br -1.2877 1.9190 1.2374
C -0.0414 3.3581 -0.6951
O 0.2836 2.1454 -0.8578
C 0.3297 4.5197 -1.4403
C -0.1741 5.7518 -1.0348
C 1.2509 4.4788 -2.6570
C 0.5076 5.0359 -3.8845
C 1.7685 3.0908 -3.0478
C 2.4888 5.3549 -2.3950
H -2.6905 8.9406 -0.5425
H -3.1428 7.3058 -1.0469
H -1.6732 8.0511 -1.6723
H -2.7620 8.4186 1.8296
H -1.9351 7.0230 2.5170
H -3.3377 6.7944 1.4624
H -0.6461 9.2733 0.9943
H 0.3422 8.3789 -0.1572
H 0.2807 7.8631 1.5269
H -2.0532 4.8666 1.6524
H 0.1172 6.6256 -1.6110
H -0.4022 4.4630 -4.0779
H 1.1366 4.9819 -4.7792
H 0.2193 6.0838 -3.7597
H 0.9590 2.4102 -3.3071
H 2.3585 2.6347 -2.2537
H 2.4186 3.1692 -3.9294
H 2.2323 6.4078 -2.2459
H 3.1836 5.3116 -3.2402
H 3.0210 5.0141 -1.5043
O 1.4183 0.3539 -1.4006
C 3.2334 -0.8602 -2.1875
C 2.4568 -1.6867 -3.2178
C 1.0578 -1.7255 -2.5822
O 1.2663 -1.8546 -1.1606
C 2.6733 -1.5294 -0.9363
H 2.9049 0.1777 -2.2199
H 4.3318 -0.8952 -2.2850
H 2.8601 -2.7096 -3.2115
H 2.4765 -1.2931 -4.2363
H 0.4551 -2.5578 -2.9837
H 0.5346 -0.7878 -2.7676
H 3.1806 -2.5180 -0.8260
H 2.8311 -0.9408 -0.0369
```

Summary:
**E_LUMO**: 1.7574 eV
**Frontier orbital gap**: 3.3 eV
**E**: -4121.04335 Ha
**Charge**: -1
**E_HOMO**: -1.58 eV


Formula: C24H34InNOSi
Source: OMol25
Level of theory: the ωB97M-V functional and the def2-TZVPD basis

The geometry in XYZ format:
```
62
Properties=species:S:1:pos:R:3
In -0.0700 -0.2114 -0.4994
C 2.3548 1.1883 0.5493
C 2.5890 0.1861 -0.4772
C 2.5972 0.8801 -1.7504
H 2.9256 -0.8178 -0.3168
C 2.2712 2.2578 -1.5153
C 2.1040 2.4287 -0.0946
H 1.8764 3.3553 0.4010
H 2.4651 1.0240 1.6033
H 2.9147 0.4681 -2.6817
H 2.2299 3.0164 -2.2578
C -2.0927 1.2946 -0.0031
C -1.3707 2.4572 0.3818
C -0.9412 3.0902 -0.7694
H -1.2505 2.8152 1.4262
C -1.4035 2.3972 -1.8846
C -2.0820 1.2560 -1.4340
H -2.6449 0.5358 -2.0677
H -2.7581 0.6992 0.6518
H -0.3503 4.0423 -0.8091
H -1.3397 2.7229 -2.9447
O 0.1154 -0.5247 -2.5117
C -0.0361 0.1648 -4.4929
C 0.6599 -1.1804 -4.6961
C 0.7827 1.4047 -4.6310
C -1.4991 0.2076 -4.8406
C 0.7365 -1.6118 -3.2512
H 1.6450 -1.0580 -5.1742
H 0.0743 -1.8719 -5.3217
H 0.1906 -2.5461 -3.0533
H 1.7852 -1.7777 -2.9416
H 0.7261 1.8755 -5.6587
H 1.8452 1.1998 -4.4035
H 0.4022 2.1396 -3.8997
H -1.7091 0.2547 -5.9552
H -1.9511 1.0960 -4.3651
H -1.9965 -0.6971 -4.4393
C -3.0677 -2.0543 1.3704
Si -1.7484 -1.7517 2.6521
C -2.4238 -0.6441 3.9931
C -1.2555 -3.3764 3.4181
N -0.3178 -0.9810 1.9724
C 0.7148 -0.6781 2.8135
C 0.7482 0.5521 3.5495
C 1.6439 0.7246 4.5917
C 2.5956 -0.2612 4.8825
C 2.6653 -1.4262 4.0952
C 1.7674 -1.6165 3.0512
H -3.8280 -2.7415 1.7777
H -2.6355 -2.5265 0.4787
H -3.5832 -1.1342 1.0720
H -3.3620 -1.0696 4.3769
H -1.7231 -0.5423 4.8334
H -2.6334 0.3571 3.5946
H -0.8808 -4.0717 2.6562
H -0.4759 -3.2466 4.1804
H -2.1339 -3.8321 3.8958
H 0.0036 1.3089 3.2816
H 1.6021 1.6439 5.1879
H 3.3030 -0.1184 5.7045
H 3.4290 -2.1770 4.2918
H 1.8004 -2.4984 2.4071
```

Summary:
**E_LUMO (alpha / beta)**: 4.6426 / 4.7379 eV
**Frontier orbital gap (alpha / beta)**: 4.6 / 3.9 eV
**E**: -1544.36978 Ha
**Charge**: -2
**E_HOMO (alpha / beta)**: 0.01 / 0.84 eV